1.
{"formula": "C3H13N2", "method": "ωB97M-V with the def2-TZVPD basis set", "charge": 1, "e_tot_ha": -231.34080, "spin_multiplicity": 1, "lumo_energy_ev": -3.10, "e_homo_ev": -13.640, "symbols": ["C", "N", "H", "H", "H", "H", "H", "H", "C", "N", "C", "H", "H", "H", "H", "H", "H", "H"], "coordinates": [[-0.4777, 1.6979, 2.0108], [-1.0282, 1.4797, 0.6565], [-0.2202, 2.7331, 2.1648], [-1.1338, 1.3679, 2.8118], [0.4673, 1.1652, 2.1625], [-0.9056, 2.2717, 0.0470], [-1.9785, 1.1510, 0.7026], [-0.4663, -0.4530, -1.9927], [-0.1891, -2.1408, -0.6220], [-0.0092, -0.7342, -1.1348], [1.4756, -0.2792, -1.1963], [-1.2557, -2.3203, -0.6045], [0.3847, -2.7970, -1.2749], [0.2358, -2.1842, 0.3769], [-0.3188, -0.1397, -0.3340], [1.8674, 0.3449, -0.4008], [1.5711, 0.0861, -2.2155], [1.9812, -1.2491, -1.1572]], "forces_ev_per_a": [[0.672, -0.128, -0.079], [0.671, -1.196, 0.350], [-0.210, 0.452, 0.138], [-0.275, 0.075, -0.196], [-0.114, -0.151, -0.188], [-0.389, 0.170, 0.090], [-0.266, 0.490, -0.175], [-0.381, -0.390, 0.010], [0.303, 0.587, -0.930], [1.802, 1.083, 2.690], [-0.522, -2.357, -1.462], [-0.047, -0.432, -0.026], [-0.408, -0.222, 0.027], [-0.074, 0.105, 0.032], [-1.011, 0.678, -0.568], [-0.751, 0.300, 0.021], [0.536, 0.506, 0.317], [0.463, 0.431, -0.053]]}

2.
{"formula": "C3H13N2O", "method": "ωB97M-V with the def2-TZVPD basis set", "charge": 1, "e_tot_ha": -306.59087, "spin_multiplicity": 1, "lumo_energy_ev": -3.19, "e_homo_ev": -12.889, "symbols": ["N", "C", "C", "C", "N", "H", "H", "H", "H", "H", "H", "H", "H", "H", "H", "H", "H", "H", "O"], "coordinates": [[1.0305, -0.5007, -0.3921], [-0.0996, 0.1928, 0.3741], [0.4426, 0.3531, 1.8256], [-1.3325, -0.6517, 0.2820], [-2.4741, -0.1583, 0.9642], [1.7628, -0.9712, 0.1782], [1.2953, 0.0478, -1.2334], [0.7207, -1.3652, -0.8340], [-0.0896, 1.2175, -0.0467], [0.0948, 1.3638, 2.1651], [1.5294, 0.3800, 1.8116], [0.0862, -0.4288, 2.5260], [-1.4796, -0.7455, -0.8433], [-1.1290, -1.7284, 0.6443], [-2.6221, 0.8293, 1.0630], [-3.3441, -0.6296, 0.7010], [1.0925, 1.1811, -3.0945], [2.6429, 0.8908, -3.3210], [1.8729, 0.7232, -2.7702]], "forces_ev_per_a": [[-0.664, -1.745, -0.597], [2.217, 0.218, 2.043], [-1.015, 0.975, 0.076], [-0.293, -1.430, -2.055], [-0.825, -0.392, 0.573], [0.040, 1.604, -0.164], [1.250, 0.070, 0.425], [-0.964, -0.115, -0.325], [-0.731, -0.723, -0.111], [0.333, -1.057, 0.150], [0.076, 0.096, 0.170], [0.146, 0.455, -0.517], [-0.206, -0.146, 0.814], [0.077, 1.541, -0.369], [0.194, 0.227, -0.302], [0.619, 0.339, 0.199], [0.364, 0.254, -0.581], [-0.196, 0.201, -0.162], [-0.423, -0.371, 0.732]]}

3.
{"formula": "C3H13N2O", "method": "ωB97M-V with the def2-TZVPD basis set", "charge": 1, "e_tot_ha": -306.60733, "spin_multiplicity": 1, "lumo_energy_ev": -2.85, "e_homo_ev": -14.072, "symbols": ["C", "N", "C", "N", "C", "H", "H", "H", "H", "H", "H", "H", "H", "H", "H", "H", "H", "H", "O"], "coordinates": [[-0.9740, -0.1229, -1.4028], [-0.2979, 1.1647, -1.3816], [-1.3365, -0.4364, 0.0477], [-0.0969, -0.5418, 0.9021], [0.7487, -1.6986, 0.4542], [-1.9306, -0.0934, -1.9032], [-0.3287, -0.8922, -1.8031], [-0.8645, 1.9592, -1.6449], [0.4865, 1.1445, -1.9980], [-1.8892, 0.4246, 0.4371], [-2.0136, -1.2324, 0.3699], [-0.3051, -0.6686, 1.8803], [0.3726, 0.3468, 0.7414], [1.4155, -2.0775, 1.2212], [0.1053, -2.4101, -0.0552], [1.3989, -1.3522, -0.3352], [1.3211, 2.5039, 1.0045], [2.3685, 2.2044, 2.0704], [1.8199, 1.7783, 1.3952]], "forces_ev_per_a": [[-0.612, 0.080, 1.146], [0.353, -0.090, 0.226], [-0.804, 0.565, 1.551], [-0.094, -0.808, -1.113], [0.388, 0.500, -0.887], [-0.118, -0.191, -0.606], [-0.049, -0.095, -0.402], [-0.236, -0.170, 0.019], [0.508, 0.177, -0.381], [0.298, 0.244, -0.092], [0.387, -0.579, -0.925], [-0.263, 0.333, 0.365], [0.679, 0.340, 0.403], [-0.485, -0.145, 0.289], [-0.041, -0.437, 0.672], [0.255, 0.354, -0.143], [0.072, 0.081, -0.095], [-0.098, -0.239, -0.148], [-0.140, 0.081, 0.123]]}

4.
{"formula": "C3H13N2O4S", "method": "ωB97M-V with the def2-TZVPD basis set", "charge": -1, "e_tot_ha": -930.86814, "spin_multiplicity": 1, "lumo_energy_ev": 3.45, "e_homo_ev": -3.632, "symbols": ["N", "C", "C", "S", "C", "N", "O", "H", "H", "H", "H", "H", "H", "H", "H", "H", "O", "H", "H", "O", "H", "H", "O"], "coordinates": [[-0.8057, 1.3594, 0.9296], [-1.2682, -0.0283, 0.9933], [-1.6883, -0.6404, -0.3614], [-2.4246, 0.5530, -1.5462], [-0.1840, -0.9016, 1.6115], [1.1069, -0.6392, 1.2461], [-0.4457, -1.8348, 2.3556], [-1.6151, 1.9521, 1.0074], [-0.4645, 1.5319, -0.0252], [-2.0794, -0.0834, 1.7016], [-0.8472, -1.1365, -0.8496], [-2.4264, -1.4123, -0.1955], [1.3428, 0.2727, 0.8601], [1.8047, -1.1416, 1.7702], [1.5740, 2.3909, 0.5593], [1.6351, 1.8939, -0.9045], [2.1909, 2.0543, -0.0972], [1.1842, -3.3198, -0.4179], [1.2622, -1.8395, -0.6510], [1.5498, -2.6809, -1.0355], [-0.5364, 1.5034, -2.2239], [0.6833, 0.6179, -2.4607], [0.4516, 1.5290, -2.2662]], "forces_ev_per_a": [[0.636, 0.015, -0.253], [0.712, 0.006, 0.002], [-0.279, 0.361, -0.598], [-0.069, 0.020, 0.072], [-0.065, -0.062, 0.186], [-0.204, 0.281, -0.271], [-0.053, -0.130, -0.048], [-0.208, 0.150, -0.138], [-0.388, -0.058, 0.340], [-0.422, 0.010, 0.112], [0.198, 0.038, 0.095], [-0.110, -0.288, 0.246], [0.115, -0.228, 0.163], [0.075, 0.092, -0.071], [-0.170, 0.076, 0.010], [0.227, 0.283, 0.537], [-0.180, -0.299, -0.487], [-0.053, -0.108, 0.010], [0.131, -0.023, 0.053], [-0.011, 0.070, -0.022], [-0.301, -0.340, 0.247], [-0.093, -0.182, -0.135], [0.513, 0.314, -0.050]]}

Record order is preserved below.
ΔE to the lowest compared entry with this formula, charge and spin: 1.513 1.220 0.772 0.253 eV